Entry from OMol25: C64H50N7O5PS4V as an isolated structure (the ωB97M-V functional and the def2-TZVPD basis).

The geometry in XYZ format:
```
132
Properties=species:S:1:pos:R:3:forces:R:3
V 0.732726 0.174210 1.506567 -1.88 -0.09 -3.13
O 0.803197 -0.202985 5.272973 -0.05 -0.15 -0.52
C 1.521637 -0.043367 4.327638 0.66 0.23 1.52
O 1.044424 -0.184733 3.074513 0.55 -1.28 3.76
C 2.949204 0.366643 4.426218 0.01 0.05 -0.28
C 3.509795 0.314067 5.701955 -0.14 -0.03 -0.01
C 4.819380 0.698212 5.909466 0.06 0.01 0.02
C 5.582906 1.135519 4.836842 -0.01 0.02 0.02
C 5.032918 1.193373 3.566512 -0.09 0.00 -0.08
C 3.713334 0.817465 3.334450 -0.26 0.01 0.09
P 3.060553 0.871846 1.609158 1.60 0.13 0.34
C 3.770975 2.376213 0.884368 -0.52 -0.02 -0.07
C 2.867652 3.440501 0.787284 0.06 -0.07 0.07
C 3.274899 4.672265 0.301595 -0.01 0.06 -0.01
C 4.587801 4.848880 -0.110473 -0.05 -0.02 0.01
C 5.488780 3.795986 -0.023459 0.04 0.03 -0.02
C 5.090846 2.566214 0.477055 0.09 -0.05 -0.02
C 3.909213 -0.611471 0.961312 -0.17 -0.07 -0.12
C 3.659878 -1.815445 1.631050 0.06 0.11 -0.03
C 4.277158 -2.986502 1.223972 0.03 -0.05 0.00
C 5.154061 -2.968948 0.147132 0.01 0.01 0.01
C 5.375337 -1.787730 -0.542663 0.05 -0.05 -0.04
C 4.742897 -0.615890 -0.151861 -0.06 0.11 -0.02
H 2.891990 -0.030212 6.519910 0.02 0.02 0.02
H 5.241928 0.664990 6.904128 0.01 -0.03 -0.01
H 6.609338 1.441577 4.988173 0.00 -0.01 0.00
H 5.641015 1.543314 2.745528 0.04 0.03 0.02
H 1.839072 3.296995 1.101693 0.01 0.07 -0.02
H 2.570397 5.492386 0.248728 0.00 0.00 0.00
H 4.909394 5.807027 -0.495874 0.01 0.00 0.00
H 6.511618 3.936195 -0.346544 0.01 -0.01 0.02
H 5.821014 1.770272 0.543384 -0.04 0.00 0.02
H 3.010920 -1.838135 2.498692 0.02 -0.02 0.05
H 4.101166 -3.907845 1.764128 -0.03 0.02 0.01
H 5.666829 -3.874765 -0.149614 -0.01 0.00 0.00
H 6.046072 -1.779061 -1.392129 0.00 0.04 0.00
H 4.910716 0.294903 -0.711576 0.00 -0.06 -0.02
N 0.949847 0.118506 -0.265056 0.89 -0.08 -1.73
S 0.500978 -0.067894 -1.674167 -0.28 -0.44 -0.84
N -0.970595 -0.702193 -1.956021 0.24 0.00 0.07
S -1.444417 -2.179924 -1.713903 -0.10 0.06 -0.05
N -1.246504 -2.820889 -0.314240 -0.02 0.06 0.28
S -1.641721 -1.992482 1.089930 -0.58 -0.27 -0.76
N -1.005032 -0.687363 1.293126 0.21 -0.36 0.43
C -1.311463 -3.287024 2.266587 0.00 0.05 -0.30
C -1.469669 -4.624753 1.927673 0.05 -0.05 -0.07
C -1.223070 -5.587444 2.892660 -0.04 0.03 -0.01
C -0.823320 -5.206533 4.168086 0.01 0.02 0.01
C -0.674825 -3.863943 4.491016 -0.01 -0.09 0.02
C -0.925763 -2.889782 3.538038 -0.07 0.28 -0.01
C -3.418710 -1.753974 1.070038 0.29 0.01 0.13
C -4.308171 -2.801393 1.247287 0.03 -0.15 0.01
C -5.664541 -2.517806 1.286524 0.05 -0.05 -0.03
C -6.108182 -1.207801 1.155438 -0.06 0.00 -0.01
C -5.203480 -0.167587 0.991463 -0.06 0.00 -0.07
C -3.846744 -0.439540 0.950987 0.18 0.08 0.01
C -0.734386 -3.326203 -2.873205 0.20 0.09 0.15
C -0.740904 -2.912551 -4.199310 -0.02 0.12 0.04
C -0.280161 -3.783400 -5.169848 0.00 0.02 0.03
C 0.168447 -5.048171 -4.805550 -0.01 0.00 -0.02
C 0.163467 -5.443898 -3.475582 0.02 -0.08 -0.05
C -0.292660 -4.580830 -2.492016 -0.03 0.06 0.29
C -3.131354 -2.173804 -2.267066 0.01 0.22 0.17
C -3.784316 -1.008653 -2.629994 0.20 0.15 0.04
C -5.105243 -1.097604 -3.041443 -0.11 0.07 -0.04
C -5.741442 -2.329301 -3.087208 -0.01 0.01 0.01
C -5.063710 -3.490530 -2.731976 0.03 -0.03 0.03
C -3.747801 -3.418678 -2.317185 0.11 -0.11 0.08
C 1.676291 -1.056413 -2.579409 0.01 0.21 0.20
C 2.218692 -2.153667 -1.928742 -0.16 0.01 0.15
C 3.104511 -2.961322 -2.620507 -0.06 -0.06 -0.02
C 3.463498 -2.644883 -3.924113 0.01 -0.04 -0.03
C 2.948794 -1.513648 -4.541980 0.01 -0.02 -0.01
C 2.037787 -0.713634 -3.872369 -0.17 0.19 -0.10
C 0.327943 1.483294 -2.516922 -0.08 -0.19 0.18
C -0.578998 1.625397 -3.559848 -0.14 -0.07 -0.01
C -0.730593 2.874379 -4.138454 0.02 -0.01 -0.01
C 0.017551 3.950910 -3.677046 0.01 0.03 0.02
C 0.936977 3.783253 -2.648309 -0.01 0.00 -0.02
C 1.098695 2.542338 -2.058150 0.11 -0.19 0.11
H -1.769464 -4.899581 0.925811 0.02 -0.05 0.02
H -1.349560 -6.633965 2.651395 0.02 0.00 0.00
H -0.633015 -5.964017 4.916534 0.00 0.01 0.01
H -0.375521 -3.573551 5.488747 0.00 0.02 0.00
H -0.840094 -1.837217 3.781122 0.03 -0.03 0.02
H -3.955140 -3.814901 1.386527 -0.04 -0.01 -0.03
H -6.371834 -3.321919 1.438215 -0.01 0.02 -0.01
H -7.168585 -0.995701 1.196423 0.01 0.01 0.01
H -5.552171 0.853376 0.904773 0.01 -0.01 -0.01
H -3.110634 0.349461 0.861703 -0.08 0.02 -0.02
H -1.114422 -1.928867 -4.457868 0.01 -0.02 -0.08
H -0.285328 -3.480487 -6.207887 0.01 -0.01 0.00
H 0.511546 -5.732861 -5.569744 0.01 0.00 0.02
H 0.505231 -6.433652 -3.204538 0.00 0.01 0.01
H -0.314919 -4.871038 -1.448959 0.04 0.00 -0.04
H -3.263039 -0.060522 -2.599488 -0.10 0.01 0.05
H -5.637132 -0.199919 -3.327257 0.02 0.00 0.01
H -6.773005 -2.389681 -3.407725 0.01 0.02 -0.01
H -5.558101 -4.450990 -2.781250 -0.01 0.01 -0.01
H -3.193807 -4.312269 -2.053025 -0.10 -0.02 0.01
H 1.951837 -2.356892 -0.896722 0.06 -0.09 -0.02
H 3.522355 -3.831108 -2.133466 0.01 -0.01 -0.01
H 4.155665 -3.279688 -4.461934 0.02 0.02 0.02
H 3.256557 -1.248265 -5.544230 -0.02 -0.02 -0.01
H 1.622051 0.165723 -4.348333 0.04 -0.02 -0.01
H -1.175163 0.783024 -3.882486 -0.01 0.06 -0.04
H -1.445121 3.013993 -4.937337 -0.02 0.01 0.02
H -0.126965 4.928896 -4.115366 -0.03 0.00 0.02
H 1.521413 4.622043 -2.296009 -0.01 0.01 0.00
H 1.790508 2.385817 -1.240811 0.03 0.10 -0.05
O -4.978395 7.533161 -1.987594 0.01 0.13 0.10
S -4.561850 6.237954 -1.529982 -0.34 0.15 0.60
O -3.419228 5.671679 -2.222152 0.45 -0.09 0.02
O -5.614480 5.267351 -1.272843 -0.02 -0.03 0.03
C -3.968740 6.435446 0.243607 -0.29 -0.36 -1.30
N -4.445011 7.312348 1.118513 0.15 0.15 0.39
C -4.014506 7.174505 2.373736 -0.14 -0.01 -0.49
C -3.156547 6.151473 2.774687 0.24 -0.26 0.31
C -2.740546 5.274859 1.783313 -0.60 0.79 -0.39
N -3.141874 5.450287 0.525828 0.20 0.03 0.57
C -1.884141 4.086997 1.881630 0.35 -0.40 0.12
C -1.793317 3.332012 0.706547 0.03 -0.11 -0.05
C -1.000715 2.229707 0.659160 0.02 -0.13 -0.09
N -0.252811 1.808399 1.704979 -0.73 1.75 0.48
C -0.354212 2.516965 2.851577 0.14 0.06 0.05
C -1.148114 3.639126 2.981050 -0.10 0.03 -0.17
H -4.386968 7.906468 3.080749 0.04 -0.05 0.07
H -2.859301 6.053166 3.811390 -0.01 0.02 -0.02
H -2.355001 3.654502 -0.163553 0.04 -0.02 0.02
H -0.944968 1.649269 -0.242426 -0.05 -0.06 0.01
H 0.233381 2.180395 3.694463 -0.01 -0.05 -0.01
H -1.173607 4.154225 3.931063 0.02 0.00 0.01
```
Forces are in eV/Å.

- E_tot (eV) = -166145.4126
- highest occupied orbital energy (alpha / beta) (Ha) = -0.3897 / -0.3897
- total charge = +2
- 2S+1 = 2
- lowest unoccupied orbital energy (alpha / beta) (eV) = -6.3463 / -5.9804
- Kohn-Sham gap (alpha / beta) (Ha) = 0.156 / 0.170